# 1
Computed, not measured: a structure of composition C20H48CrN2O14S4 at a distorted geometry, with ωB97M-V/def2-TZVPD.

## Properties
E_HOMO (spin up / spin down) in eV: -10.97 / -10.97
2S+1: 4
Net charge: +1

Element x y z (Å)
1 Cr -1.954 0.169 2.707
2 O -1.271 0.161 -1.148
3 C -1.479 0.080 0.142
4 O -1.987 -0.920 0.703
5 O -1.310 1.033 0.974
6 H -0.947 1.061 -1.404
7 O -5.228 1.994 3.689
8 C -4.163 1.470 3.104
9 O -4.064 0.265 2.674
10 O -3.054 2.031 3.123
11 H -5.980 1.413 3.490
12 C 1.509 3.054 4.850
13 S -0.034 3.080 3.898
14 O -0.529 1.671 3.685
15 C -0.963 4.014 5.138
16 H 1.977 4.035 4.786
17 H 2.059 2.254 4.359
18 H 1.318 2.879 5.908
19 H -2.024 3.934 4.890
20 H -0.726 5.074 5.196
21 H -0.869 3.583 6.137
22 C 1.960 2.649 0.631
23 S 3.537 1.668 0.545
24 O 4.303 1.982 -0.685
25 C 4.399 2.526 1.909
26 H 1.775 3.082 1.612
27 H 1.139 2.012 0.313
28 H 2.062 3.495 -0.050
29 H 4.761 3.490 1.555
30 H 5.233 1.914 2.252
31 H 3.748 2.634 2.777
32 C -2.259 -4.028 1.944
33 S -2.402 -3.223 3.529
34 O -2.447 -1.733 3.314
35 C -4.025 -3.736 4.166
36 H -2.554 -5.075 2.057
37 H -1.290 -3.958 1.462
38 H -3.034 -3.617 1.290
39 H -3.745 -4.364 5.012
40 H -4.580 -4.371 3.475
41 H -4.670 -2.934 4.514
42 C 1.460 -2.798 3.822
43 S 1.314 -1.188 3.000
44 O -0.134 -0.817 2.913
45 C 2.109 -1.731 1.468
46 H 1.033 -3.650 3.284
47 H 0.927 -2.801 4.771
48 H 2.520 -3.025 3.929
49 H 1.730 -2.658 1.016
50 H 3.136 -1.891 1.792
51 H 2.013 -1.166 0.539
52 C -2.746 -1.842 -3.919
53 O -2.479 -1.672 -5.091
54 N -2.406 -2.978 -3.247
55 C -2.635 -3.141 -1.820
56 C -1.531 -3.969 -3.862
57 H -3.186 -1.097 -3.235
58 H -3.087 -4.107 -1.594
59 H -3.294 -2.357 -1.446
60 H -1.688 -3.011 -1.290
61 H -0.758 -4.372 -3.209
62 H -2.145 -4.814 -4.181
63 H -1.052 -3.564 -4.749
64 C -0.114 3.260 -2.788
65 O -0.878 2.781 -1.954
66 N -0.010 2.880 -4.064
67 C 0.839 3.532 -5.040
68 C -0.953 1.863 -4.562
69 H 0.541 4.121 -2.564
70 H 1.547 4.207 -4.557
71 H 0.226 4.160 -5.688
72 H 1.430 2.840 -5.633
73 H -0.399 1.265 -5.285
74 H -1.257 1.145 -3.806
75 H -1.840 2.359 -4.950
76 O 4.317 -0.798 -2.591
77 C 3.758 0.083 -3.196
78 O 2.425 0.106 -3.355
79 C 1.628 -0.930 -2.763
80 C 1.640 -2.182 -3.654
81 C 4.436 1.330 -3.648
82 H 0.604 -0.567 -2.800
83 H 2.060 -1.084 -1.777
84 H 2.619 -2.654 -3.556
85 H 1.367 -1.919 -4.672
86 H 0.966 -2.949 -3.273
87 H 5.062 1.243 -4.534
88 H 5.037 1.752 -2.848
89 H 3.656 2.058 -3.860

Atomic partial charges in e from the Mulliken method, atoms 1 to 5: atom 1 (Cr): 0.9867, atom 2 (O): 0.0091, atom 3 (C): 1.1163, atom 4 (O): -1.0739, atom 5 (O): -0.7264

=====

# 2
Computed, not measured: the molecule C6H6, with ωB97M-V/def2-TZVPD.

## Properties
E_HOMO in eV: -10.03
SMILES: C#CC(C)C#C
Net charge: 0

Element x y z (Å)
1 C -1.610 0.409 -1.804
2 C -1.056 0.140 -0.771
3 C -0.268 -0.081 0.453
4 C 0.470 1.232 0.777
5 C 0.600 -1.260 0.266
6 C 1.226 -2.271 0.079
7 H -2.094 0.627 -2.728
8 H -0.945 -0.310 1.287
9 H 1.090 1.538 -0.070
10 H -0.276 2.014 0.947
11 H 1.095 1.134 1.668
12 H 1.769 -3.173 -0.105

Atomic partial charges in e from the natural (NBO) method, atoms 1 to 5: atom 1 (C): -0.2420, atom 2 (C): 0.0212, atom 3 (C): -0.3709, atom 4 (C): -0.5721, atom 5 (C): -0.0031

=====

# 3
Computed, not measured: a cluster of 2 separate species, C2H3Br in total at a distorted geometry, with ωB97M-V/def2-TZVPD.

## Properties
E_HOMO in eV: -9.79
Net charge: 0

Element x y z (Å)
1 C 0.542 0.604 0.024
2 C -0.326 -0.371 0.128
3 Br -2.167 -0.133 0.048
4 H 1.679 0.413 0.011
5 H 0.308 1.709 -0.013
6 H -0.036 -2.223 -0.198

Atomic partial charges in e from the natural (NBO) method, atoms 1 to 5: atom 1 (C): -0.5133, atom 2 (C): -0.2069, atom 3 (Br): 0.0929, atom 4 (H): 0.2361, atom 5 (H): 0.2373